a.
12
Properties=species:S:1:pos:R:3:lowdin_charge:R:1 method="wB97M-V/def2-TZVPD" multiplicity=1 gap_ev=10.79 lumo_energy_ev=0.83 homo_ev=-9.96 smiles="O=C=NC[C@@H]1CO1"
O 1.19540 -0.17484 1.38148 -0.02
O -0.98973 -1.96842 -1.40766 0.17
H -0.74088 1.81347 -0.63294 0.12
H 1.66225 -1.35475 -0.44068 0.14
C -0.64308 1.10011 0.19201 -0.12
C 0.91312 -0.81511 0.14818 -0.13
C 0.81106 0.63365 0.27732 -0.25
H 1.61346 1.31900 -0.00431 0.15
N -1.52173 -0.02371 -0.12398 0.10
C -1.12208 -0.98698 -0.77608 -0.41
H -0.96925 1.59004 1.11374 0.12
H -0.08303 -1.20576 0.46183 0.12

b.
12
Properties=species:S:1:pos:R:3:lowdin_charge:R:1 method="wB97M-V/def2-TZVPD" multiplicity=1 gap_ev=9.11 lumo_energy_ev=-0.51 homo_ev=-9.63
C 0.06762 -0.57712 0.78749 -0.04
C -0.88764 0.61042 -1.12345 0.06
H -0.34770 -0.85494 2.79422 0.12
N -0.13129 1.18336 2.23764 -0.42
H 0.12269 -1.72620 0.74574 0.15
C -0.16212 -0.16461 2.03272 -0.04
H -0.80098 1.34454 -1.90135 0.06
C 0.21381 0.29088 -0.36518 -0.16
O -0.52975 1.56972 3.30174 0.09
H -1.79279 0.24470 -0.84429 0.03
O 0.19295 1.97089 1.36905 0.07
H 1.08791 0.79938 -0.48437 0.08

Stability, lowest: b

a.
12
Properties=species:S:1:pos:R:3:lowdin_charge:R:1 method="wB97M-V/def2-TZVPD" multiplicity=1 gap_ev=9.29 lumo_energy_ev=-0.90 homo_ev=-10.19
C 0.79497 0.31086 0.54785 0.04
C 0.39587 -1.09760 1.07152 -0.44
H -0.85768 -1.52161 -0.61340 0.08
O -1.11744 0.26073 -1.74927 0.03
H 1.63829 0.63873 1.15423 0.09
H -0.68685 2.20761 -1.97311 0.09
C 0.42955 1.39042 -0.27942 0.00
C -0.59405 1.31148 -1.43281 -0.21
H -1.25642 -2.50790 0.79486 0.14
O 0.83941 -1.42382 2.22003 0.00
N -0.57974 -1.81821 0.34533 0.12
H 0.99409 2.24930 -0.08581 0.07

b.
12
Properties=species:S:1:pos:R:3:lowdin_charge:R:1 method="wB97M-V/def2-TZVPD" multiplicity=1 gap_ev=9.34 lumo_energy_ev=0.46 homo_ev=-8.88
H 0.09659 2.08052 0.76393 0.09
C 2.42995 -0.57247 -0.52247 0.06
H -0.06627 -1.52040 1.37175 0.13
O -0.35189 -2.00224 -0.55283 0.03
H -2.04193 1.55323 -0.60284 0.07
H 1.11666 0.85692 1.19690 0.05
O 3.04534 -0.98134 -1.38624 0.07
N 0.14705 1.11460 1.05580 0.08
C -0.53266 0.26740 0.18598 -0.43
C -1.55417 0.58344 -0.61885 0.07
H -1.99971 -0.19464 -1.22854 0.07
C -0.28897 -1.18502 0.33740 -0.29

Stability, lowest: a

a.
12
Properties=species:S:1:pos:R:3:lowdin_charge:R:1 method="wB97M-V/def2-TZVPD" multiplicity=1 gap_ev=9.74 lumo_energy_ev=-0.38 homo_ev=-10.12 smiles="O=CC(=O)N1CC1"
H -0.09945 1.97641 2.38311 0.13
C 0.10375 0.92514 2.08897 -0.16
H 0.73826 -2.13308 -1.04736 0.11
C 0.03239 0.74435 0.56942 -0.39
H -1.56364 -1.19526 -1.49037 0.11
H 1.46937 -0.46292 -1.28457 0.12
N -0.25501 -0.55600 0.08743 0.00
C -0.73670 -0.51635 -1.30395 -0.12
O 0.37339 0.05655 2.87286 0.09
C 0.59551 -1.05645 -1.02342 -0.09
O 0.13635 1.74541 -0.10469 0.11
H -0.79420 0.47220 -1.74742 0.11

b.
12
Properties=species:S:1:pos:R:3:lowdin_charge:R:1 method="wB97M-V/def2-TZVPD" multiplicity=1 gap_ev=9.11 lumo_energy_ev=0.63 homo_ev=-8.48 smiles="Cc1coc(=O)[nH]1"
H -2.19398 0.49067 -0.62082 0.08
H -1.55952 -0.70785 -1.75817 0.08
O 2.76858 -0.57028 1.53947 0.13
H -0.43734 2.20229 0.02739 0.13
C -0.13053 0.10686 -0.32655 -0.32
C -1.49685 -0.34736 -0.72834 -0.04
H -1.85170 -1.14859 -0.06561 0.08
H 0.62959 -1.76103 0.05015 0.16
N 0.87002 -0.77556 0.09171 0.14
C 1.75778 -0.18156 1.03143 -0.32
O 1.41126 1.35087 0.71366 0.01
C 0.23271 1.34152 0.04569 -0.13

c.
12
Properties=species:S:1:pos:R:3:lowdin_charge:R:1 method="wB97M-V/def2-TZVPD" multiplicity=1 gap_ev=10.56 lumo_energy_ev=0.60 homo_ev=-9.97 smiles="O=C1NC[C@H]2O[C@@H]12"
C -0.98670 -0.49046 -0.32068 -0.33
O 0.94814 2.32689 0.47215 0.08
H -1.58726 1.42791 0.83994 0.14
H -1.45756 -0.50281 -1.29868 0.15
H 0.52750 -1.50436 0.79734 0.13
C 0.45977 -1.04366 -0.19995 -0.10
N 1.27595 0.14697 -0.22522 0.07
C 0.59257 1.17124 0.36663 -0.43
H 2.03052 0.30275 -0.87682 0.15
H 0.71462 -1.77461 -0.95793 0.12
C -0.87918 0.67310 0.54652 0.02
O -1.63838 -0.73296 0.85670 0.00

d.
12
Properties=species:S:1:pos:R:3:lowdin_charge:R:1 method="wB97M-V/def2-TZVPD" multiplicity=1 gap_ev=9.19 lumo_energy_ev=-0.10 homo_ev=-9.29 smiles="O=C1CCN=CO1"
H 0.70798 -1.52548 0.62393 0.12
O -2.07090 -1.47788 0.49447 0.15
H 0.23434 1.72349 1.18907 0.14
O -1.49850 0.67910 0.80026 0.08
C -1.22456 -0.65667 0.34855 -0.38
H 1.62015 0.65101 0.34202 0.11
H 1.72572 0.18040 -1.42400 0.12
C 0.22032 -0.95062 -0.17369 -0.06
C 1.04978 0.31560 -0.56770 -0.22
C -0.45643 1.42182 0.36589 -0.25
N -0.06129 1.22797 -0.83061 0.05
H 0.06754 -1.61254 -1.03057 0.13

Stability, lowest: d

a.
12
Properties=species:S:1:pos:R:3:lowdin_charge:R:1 method="wB97M-V/def2-TZVPD" multiplicity=1 gap_ev=8.72 lumo_energy_ev=0.88 homo_ev=-7.84 smiles=Nc1cc(O)co1
O 0.86001 -1.08696 -0.24713 0.04
C -0.41362 0.74089 0.08110 -0.01
H 1.84876 1.81587 -1.09831 0.10
N 1.93569 0.85970 -0.79593 0.16
O -2.52498 -0.38543 0.57987 0.05
H -0.46770 1.25913 1.02593 0.12
C -1.20859 -0.44902 0.26183 -0.37
H -0.46280 -2.54133 0.49280 0.12
H 2.83825 0.56939 -0.45148 0.10
H -2.82370 0.48775 0.28259 0.11
C -0.40125 -1.52080 0.16605 -0.04
C 0.81993 0.25081 -0.29733 -0.40

b.
12
Properties=species:S:1:pos:R:3:lowdin_charge:R:1 method="wB97M-V/def2-TZVPD" multiplicity=1 gap_ev=9.42 lumo_energy_ev=0.52 homo_ev=-8.90
C 0.13746 -1.04547 -0.65036 -0.14
C 0.24333 1.36739 -0.52391 0.00
H -0.25069 -0.83578 -1.65097 0.13
H -0.59269 3.08373 0.48369 0.11
H 1.12269 -1.51975 -0.77000 0.14
H 0.30975 0.09334 1.08183 0.15
C 0.36501 2.53092 0.34862 -0.33
C -0.75664 -2.00437 0.10222 -0.23
H -1.03740 -2.92807 -0.44081 0.13
N 0.25278 0.21156 0.06822 -0.02
O -1.12802 -1.79805 1.23231 0.06
O 1.41514 2.95385 0.79802 0.01

c.
12
Properties=species:S:1:pos:R:3:lowdin_charge:R:1 method="wB97M-V/def2-TZVPD" multiplicity=1 gap_ev=8.60 lumo_energy_ev=0.50 homo_ev=-8.10
C 1.25020 0.15665 -0.19678 -0.03
C -0.75293 1.48432 0.52085 -0.16
H 1.36837 0.06632 -1.28522 0.06
O -0.22189 2.68296 0.34071 0.09
H -0.64676 -1.44298 -1.57273 0.13
H 0.72878 2.52264 0.14554 0.12
H 0.36033 -1.23320 1.38121 0.14
O -0.42522 -3.06171 -0.36788 0.05
N -0.10366 0.46375 0.11339 -0.10
C -0.33351 -1.88018 -0.59833 -0.24
C 0.27460 -0.90423 0.34625 -0.22
H -1.71934 1.44202 1.00992 0.16

d.
12
Properties=species:S:1:pos:R:3:lowdin_charge:R:1 method="wB97M-V/def2-TZVPD" multiplicity=1 gap_ev=10.34 lumo_energy_ev=0.87 homo_ev=-9.47
H -1.97573 0.67953 -0.11321 0.12
H 0.31461 2.13289 0.62609 0.09
H -0.69072 -1.25741 1.19222 0.16
O 2.29300 -0.72634 -0.82812 0.15
N 0.37469 1.20555 1.02710 0.11
C 0.16455 0.23392 0.02943 -0.36
C -0.67909 -1.06111 0.13858 -0.16
H 1.25724 1.11863 1.52019 0.10
C 1.11829 -0.70783 -0.61731 -0.41
O 0.22806 -1.77635 -0.70527 0.07
H -1.20858 0.05744 -1.67564 0.12
C -1.19633 0.10109 -0.59407 0.01

Stability, lowest: c

a.
12
Properties=species:S:1:pos:R:3:lowdin_charge:R:1 method="wB97M-V/def2-TZVPD" multiplicity=1 gap_ev=9.88 lumo_energy_ev=-0.12 homo_ev=-10.00 smiles="O=CC(=O)N1CC1"
H 1.04571 -2.29235 0.99908 0.09
C -0.56403 -1.08904 0.12095 -0.09
N 0.37503 -0.13079 0.67647 -0.04
H -0.86626 -1.12648 -0.91600 0.11
C 0.37030 0.89491 -0.29903 -0.42
H 1.89462 -1.35935 -0.23145 0.12
C -0.72072 1.97949 -0.10811 -0.15
O 1.08337 1.02983 -1.26586 0.11
H -1.38240 -1.25702 0.83663 0.12
C 0.95975 -1.41787 0.35619 -0.07
H -0.41944 2.91696 -0.62162 0.13
O -1.77592 1.85171 0.45274 0.09

b.
12
Properties=species:S:1:pos:R:3:lowdin_charge:R:1 method="wB97M-V/def2-TZVPD" multiplicity=1 gap_ev=10.63 lumo_energy_ev=0.67 homo_ev=-9.96 smiles="O=C[C@H]1CN=CO1"
H 2.25685 -1.73892 -0.45474 0.14
C -1.77560 -0.15271 0.07998 -0.20
H -2.05625 -1.20732 0.29222 0.14
H -0.52457 0.65614 -1.42683 0.16
C 1.54231 -0.95494 -0.22137 -0.22
O -2.50948 0.77681 0.31296 0.07
H 0.11431 0.87488 1.51363 0.12
C -0.39909 0.09708 -0.49327 -0.25
O 0.31423 -1.11401 -0.78854 -0.02
H 0.73069 1.86545 0.18759 0.12
N 1.77221 0.05914 0.49626 0.07
C 0.53440 0.83839 0.50209 -0.14

c.
12
Properties=species:S:1:pos:R:3:lowdin_charge:R:1 method="wB97M-V/def2-TZVPD" multiplicity=1 gap_ev=10.01 lumo_energy_ev=0.58 homo_ev=-9.43
H -0.24493 -2.07616 0.04122 0.12
H -0.75317 -0.11449 1.46379 0.14
C -0.92595 -0.03099 0.38297 -0.08
H 2.15299 -0.45892 0.60688 0.18
H -1.99744 -0.13933 0.20406 0.13
O 0.86334 1.52542 -0.15999 0.04
N 1.33767 -0.75711 -0.30411 0.00
C -0.09541 -1.07158 -0.36034 -0.18
H -0.36120 -1.10344 -1.42373 0.13
O -1.22770 2.28165 -0.24491 0.15
C 1.76114 0.49048 -0.15661 -0.17
C -0.50484 1.35101 -0.04555 -0.45

Stability, lowest: c

a.
12
Properties=species:S:1:pos:R:3:lowdin_charge:R:1 method="wB97M-V/def2-TZVPD" multiplicity=1 gap_ev=8.40 lumo_energy_ev=-0.93 homo_ev=-9.33
O -0.35590 1.55820 -0.39114 0.13
C 1.89452 -0.16072 -0.21391 -0.19
H -2.21391 -0.88576 -0.24394 0.09
N 2.54244 0.88384 -0.25339 0.15
C -0.55153 0.41752 -0.04621 -0.36
O 0.23071 -1.76182 -0.76197 0.11
H 1.98590 -1.00012 0.64506 0.16
H -1.72583 -0.57696 1.41541 0.10
C -1.86440 -0.11119 0.43907 0.00
C 0.50347 -0.68221 -0.25820 -0.35
H 2.15355 1.63174 -0.82975 0.07
H -2.59902 0.68748 0.49898 0.09

b.
12
Properties=species:S:1:pos:R:3:lowdin_charge:R:1 method="wB97M-V/def2-TZVPD" multiplicity=1 gap_ev=10.54 lumo_energy_ev=0.46 homo_ev=-10.09 smiles="C[C@H](C=O)N=C=O"
H -1.82432 -1.40613 -0.64594 0.08
O 1.24710 1.55401 0.73788 0.08
C -1.31150 -0.47189 -0.88825 -0.05
H -0.63697 2.05739 0.28529 0.13
H -2.06962 0.32162 -0.92345 0.08
O 3.11555 -0.52126 0.97873 0.17
C 2.03062 -0.60888 0.55174 -0.34
H -0.88444 -0.56778 -1.89002 0.08
C 0.12793 1.26936 0.38508 -0.17
C -0.24604 -0.18846 0.17496 -0.36
H -0.63594 -0.49511 1.15243 0.15
N 0.96638 -0.95390 0.04406 0.14

Stability, lowest: a